(1)
DFT (wB97M-V/def2-TZVPD) results for 2 unconnected molecules or ions with the total composition C4H11N3S in a non-equilibrium geometry.

Calculated values
Total charge = 0
Energy = -19625.9690 eV
Relative energy (zero: lowest compared OMol25 entry of this formula, charge and spin) = 6.1916 eV
Spin multiplicity = 1

Each line ends with the natural charge from an NBO analysis.
Element x y z (Å)
C 1.280 -0.409 -1.298  -0.61
C 0.604 -0.752 -0.030  -0.32
C 1.340 -0.104 1.239  -0.54
C -0.675 -0.055 0.053  0.47
H 0.695 -0.626 -2.330  0.24
H 2.398 -0.612 -1.355  0.23
H 1.300 0.717 -1.276  0.20
H 0.284 -1.758 0.245  0.23
H 1.206 1.056 1.151  0.20
H 2.476 -0.514 0.897  0.23
H -0.800 -1.418 2.056  0.15
H -1.367 -1.926 0.105  0.35
H -0.027 1.901 -0.317  0.41
H -2.706 1.356 0.080  0.38
H -2.415 1.567 -1.504  0.35
N -1.773 -0.839 0.211  -0.77
N -0.718 1.196 -0.316  -0.45
N -1.927 1.873 -0.574  -0.65
S 0.825 -0.654 2.964  -0.09

Cartesian forces (eV/Å) of the 3 atoms listed first:
C 1.199 1.598 -2.833
C -0.184 0.860 2.854
C 3.086 -0.469 -1.238

(2)
DFT (wB97M-V/def2-TZVPD) results for 2 unconnected molecules or ions with the total composition C15H18O2 in a non-equilibrium geometry.

Calculated values
Total charge = 0
Energy = -19940.4543 eV
Relative energy (zero: lowest compared OMol25 entry of this formula, charge and spin) = 1.8543 eV
Spin multiplicity = 1

Each line ends with the natural charge from an NBO analysis.
Element x y z (Å)
C -0.499 -2.213 3.084  -0.60
C -1.624 -1.157 2.714  -0.41
C -1.016 0.009 2.003  -0.06
C 0.128 0.619 2.505  -0.19
C 0.666 1.727 1.858  -0.28
C 0.099 2.163 0.665  0.31
O 0.753 2.961 -0.218  -0.65
C -1.191 1.699 0.333  -0.28
C -1.788 0.682 1.078  -0.19
H 0.048 -2.391 2.162  0.20
H -0.975 -3.161 3.336  0.21
H 0.264 -1.774 3.751  0.20
H -2.108 -1.769 1.918  0.21
H -2.153 -0.850 3.584  0.22
H 0.638 0.341 3.410  0.21
H 1.392 2.302 2.450  0.22
H 0.052 3.293 -0.805  0.48
H -1.701 2.234 -0.472  0.20
H -2.778 0.456 0.714  0.22
C -1.406 -1.560 -1.802  -0.63
C -0.081 -0.870 -2.090  -0.03
C 1.128 -1.309 -1.575  -0.20
C 2.265 -0.591 -1.851  -0.29
C 2.250 0.701 -2.359  0.32
O 3.308 1.551 -2.354  -0.66
C 1.030 1.152 -2.942  -0.27
C -0.042 0.299 -2.868  -0.19
H -2.033 -0.891 -1.218  0.22
H -1.072 -2.395 -1.126  0.21
H -1.865 -2.033 -2.669  0.22
H 1.109 -2.240 -1.055  0.21
H 3.297 -0.750 -1.572  0.20
H 3.875 1.292 -1.613  0.48
H 1.020 2.021 -3.582  0.22
H -0.989 0.448 -3.394  0.20

Cartesian forces (eV/Å) of the 3 atoms listed first:
C -0.263 1.377 -0.525
C 2.338 -2.455 -1.491
C -1.030 0.131 1.624

(3)
DFT (wB97M-V/def2-TZVPD) results for a molecular structure, C18H24MnN4O8P4S in a non-equilibrium geometry.

Calculated values
Total charge = -2
Energy = -120714.9532 eV
Relative energy (zero: lowest compared OMol25 entry of this formula, charge and spin) = 2.0141 eV
Spin multiplicity = 6

Each line ends with the natural charge from an NBO analysis.
Element x y z (Å)
Mn -0.156 1.103 0.487  1.14
S -4.014 -0.788 1.968  0.29
C -4.437 0.280 0.680  -0.39
C -3.342 0.868 0.117  -0.27
C -2.100 0.484 0.697  -0.39
C -2.322 -0.395 1.742  -0.37
C -1.221 -0.903 2.508  0.31
C -1.286 -1.840 3.544  -0.29
C -0.131 -2.250 4.172  -0.16
C 1.081 -1.698 3.758  -0.30
C 1.073 -0.771 2.735  0.08
N -0.028 -0.374 2.102  -0.51
H -5.476 0.396 0.411  0.21
H -3.431 1.576 -0.695  0.22
H -2.253 -2.236 3.829  0.21
H -0.163 -2.970 4.981  0.20
H 2.013 -1.971 4.234  0.20
H 2.000 -0.319 2.401  0.22
O 0.293 2.496 3.042  -1.00
P 1.610 2.759 2.132  2.55
O 2.789 2.944 2.993  -1.15
O 1.664 1.725 1.022  -1.20
O 1.201 4.169 1.395  -1.08
P 0.192 3.947 0.112  2.52
O -0.435 5.454 0.056  -1.00
O 0.943 3.714 -1.135  -1.14
O -0.914 3.040 0.607  -1.17
H -0.491 2.754 2.522  0.51
H -0.322 5.724 -0.865  0.49
C 3.889 -0.126 -0.098  -0.94
P 2.166 -0.164 -0.780  0.96
C 2.420 0.979 -2.194  -0.95
C 2.282 -1.774 -1.737  -0.72
C 0.870 -2.127 -2.224  -0.73
P -0.373 -1.724 -0.887  0.97
C -1.841 -2.646 -1.543  -0.96
C 0.160 -3.097 0.278  -0.97
H 4.638 -0.240 -0.886  0.19
H 4.008 -0.928 0.635  0.21
H 4.026 0.828 0.410  0.26
H 3.432 0.876 -2.594  0.19
H 2.236 2.001 -1.863  0.29
H 1.690 0.746 -2.968  0.23
H 2.628 -2.546 -1.042  0.20
H 2.995 -1.716 -2.567  0.20
H 0.776 -3.185 -2.493  0.19
H 0.603 -1.522 -3.091  0.23
H -1.632 -3.717 -1.608  0.19
H -2.118 -2.269 -2.522  0.23
H -2.671 -2.480 -0.853  0.23
H 0.366 -4.036 -0.245  0.19
H -0.636 -3.259 1.007  0.22
H 1.049 -2.771 0.820  0.22
O -0.404 1.216 -1.496  -0.54
N -0.893 0.417 -2.344  0.07
C -1.833 0.933 -3.142  -0.24
C -2.332 0.186 -4.230  0.31
N -2.745 -0.364 -5.159  -0.41
C -2.328 2.260 -3.067  0.31
N -2.763 3.328 -3.071  -0.37

Cartesian forces (eV/Å) of the 3 atoms listed first:
Mn -0.048 -1.081 -0.573
S -0.008 0.057 0.008
C 0.087 -0.209 0.097

(4)
DFT (wB97M-V/def2-TZVPD) results for a molecular structure, C24H43ClP2Sn in a non-equilibrium geometry.

Calculated values
Total charge = +2
Energy = -62492.7940 eV
Relative energy (zero: lowest compared OMol25 entry of this formula, charge and spin) = 7.7979 eV
Spin multiplicity = 1

Each line ends with the Löwdin charge.
Element x y z (Å)
Sn 0.406 -0.957 -1.520  1.42
C -0.861 -2.466 3.751  -0.25
C 0.448 -2.805 3.323  -0.20
C 0.612 -1.091 4.824  -0.21
C -0.766 -1.409 4.700  -0.23
C 1.372 -1.952 3.995  -0.20
C -2.135 -3.090 3.302  -0.06
H -2.016 -3.546 2.317  0.06
H -2.940 -2.349 3.234  0.06
H -2.466 -3.874 3.995  0.10
C -1.845 -0.818 5.492  -0.03
H -2.821 -1.211 5.186  0.08
H -1.898 0.282 5.416  0.09
H -1.714 -1.054 6.562  0.11
C 1.171 -0.055 5.757  -0.04
H 0.944 -0.321 6.792  0.09
H 0.736 0.930 5.562  0.08
H 2.252 0.028 5.649  0.07
C 2.826 -1.977 3.839  -0.04
H 3.316 -2.675 4.537  0.11
H 3.263 -0.988 4.022  0.08
H 3.115 -2.286 2.824  0.07
C 0.796 -3.873 2.346  -0.04
H 1.026 -4.847 2.819  0.10
H 1.682 -3.580 1.767  0.06
H -0.034 -4.038 1.644  0.06
C -1.229 1.672 -3.845  -0.14
C -1.820 0.481 -3.697  -0.19
C -1.494 -0.697 -4.522  -0.18
C 0.026 -1.030 -4.666  -0.18
C 1.019 -0.669 -3.583  -0.46
C 1.648 0.619 -3.414  -0.16
C 1.312 1.749 -4.322  -0.16
C -0.171 1.976 -4.860  -0.13
H -1.882 -0.641 -5.555  0.15
H 0.473 -0.648 -5.608  0.13
H -1.982 -1.583 -4.109  0.11
H -0.283 1.408 -5.824  0.13
H -1.652 2.578 -3.395  0.11
H -2.828 0.475 -3.296  0.11
H -0.207 3.054 -5.147  0.14
H 1.595 2.698 -3.810  0.10
H 2.723 0.675 -3.227  0.12
H 1.940 1.683 -5.242  0.16
H 0.050 -2.138 -4.662  0.13
H 1.709 -1.512 -3.478  0.09
P -1.466 1.055 -0.556  0.85
C -3.162 1.876 -0.625  -0.15
C -2.113 -0.667 -1.093  -0.31
P 1.486 2.698 -0.228  0.93
C -0.202 2.210 -1.344  -0.43
C 2.876 1.484 -0.626  -0.29
C 2.126 4.108 -1.154  -0.31
H -3.220 2.637 0.158  0.07
H -4.008 1.168 -0.517  0.08
H -3.333 2.381 -1.597  0.08
H -1.668 -1.178 -1.990  -0.03
H -3.114 -0.459 -1.446  0.06
H -2.204 -1.380 -0.278  0.06
H 2.006 4.010 -2.249  0.04
H 3.190 4.123 -0.902  0.05
H 1.654 5.045 -0.807  0.06
H -0.698 3.179 -1.594  0.07
H 0.252 1.783 -2.261  -0.04
H 3.341 1.334 0.355  0.04
H 3.638 2.002 -1.259  0.06
H 2.656 0.492 -1.067  -0.03
Cl -1.778 0.268 2.030  0.63
C -0.310 0.581 0.911  -0.66
H 0.350 -0.273 0.961  -0.02
H 0.282 1.392 1.307  -0.03

Cartesian forces (eV/Å) of the 3 atoms listed first:
Sn 1.696 -0.940 0.132
C 1.322 -0.969 -1.205
C -3.130 -0.432 -0.085

(5)
DFT (wB97M-V/def2-TZVPD) results for a gas-phase ion, C22H40N (charge +1).

Calculated values
Total charge = +1
Energy = -24947.7817 eV
Relative energy (zero: lowest compared OMol25 entry of this formula, charge and spin) = 0.1329 eV
Spin multiplicity = 1

Each line ends with the natural charge from an NBO analysis.
Element x y z (Å)
C -1.762 -7.579 3.482  -0.61
C -1.589 -7.637 1.969  -0.39
C -2.908 -7.517 1.204  -0.39
C -3.661 -6.202 1.413  -0.39
C -2.893 -4.978 0.921  -0.39
C -3.732 -3.706 1.024  -0.38
C -2.966 -2.474 0.549  -0.39
C -3.811 -1.206 0.657  -0.39
C -3.042 0.069 0.310  -0.39
C -2.650 0.139 -1.166  -0.40
C -2.115 1.508 -1.588  -0.38
C -0.766 1.833 -0.936  -0.43
C -0.267 3.181 -1.447  -0.21
N 1.054 3.652 -0.928  -0.20
C 1.298 5.001 -1.471  -0.42
C 1.033 3.737 0.542  -0.43
C 2.144 2.721 -1.379  -0.24
C 3.530 3.149 -0.973  -0.12
C 4.304 3.934 -1.823  -0.20
C 5.584 4.311 -1.458  -0.20
C 6.108 3.904 -0.242  -0.18
C 5.353 3.106 0.601  -0.21
C 4.073 2.727 0.237  -0.15
H -0.814 -7.777 3.977  0.21
H -2.112 -6.601 3.801  0.20
H -2.481 -8.326 3.810  0.20
H -0.902 -6.850 1.649  0.19
H -1.131 -8.593 1.703  0.20
H -2.704 -7.638 0.137  0.20
H -3.561 -8.339 1.508  0.20
H -3.902 -6.078 2.470  0.20
H -4.608 -6.262 0.870  0.20
H -2.597 -5.133 -0.119  0.19
H -1.984 -4.850 1.511  0.19
H -4.041 -3.561 2.062  0.20
H -4.638 -3.819 0.425  0.20
H -2.658 -2.628 -0.487  0.19
H -2.062 -2.358 1.153  0.19
H -4.179 -1.119 1.682  0.21
H -4.681 -1.294 0.004  0.20
H -3.672 0.930 0.547  0.20
H -2.152 0.119 0.940  0.19
H -3.534 -0.079 -1.769  0.22
H -1.903 -0.623 -1.389  0.20
H -2.843 2.276 -1.322  0.20
H -1.998 1.520 -2.674  0.21
H -0.068 1.033 -1.184  0.21
H -0.904 1.857 0.144  0.22
H -1.007 3.943 -1.190  0.23
H -0.195 3.140 -2.537  0.22
H 1.288 4.977 -2.559  0.23
H 2.267 5.367 -1.136  0.25
H 0.525 5.688 -1.129  0.23
H 1.958 4.187 0.899  0.25
H 0.937 2.746 0.979  0.23
H 0.193 4.349 0.867  0.23
H 2.084 2.654 -2.467  0.23
H 1.933 1.739 -0.955  0.24
H 3.914 4.239 -2.784  0.21
H 6.174 4.917 -2.127  0.23
H 7.107 4.195 0.041  0.23
H 5.763 2.769 1.540  0.23
H 3.504 2.084 0.892  0.20

Cartesian forces (eV/Å) of the 3 atoms listed first:
C 0.136 0.016 -0.235
C -0.190 -0.076 0.021
C 0.054 0.113 0.101

(6)
DFT (wB97M-V/def2-TZVPD) results for a molecular structure, C43H34CaGeN3O3S in a non-equilibrium geometry.

Calculated values
Total charge = -1
Energy = -141546.2414 eV
Relative energy (zero: lowest compared OMol25 entry of this formula, charge and spin) = 0.2509 eV
Spin multiplicity = 1

Each line ends with the Löwdin charge.
Element x y z (Å)
Ca -1.719 -1.405 0.221  1.33
O 1.576 -1.260 -0.860  -0.03
C 1.873 -2.660 -0.766  -0.29
C 0.427 -3.387 -0.813  -0.58
O 0.327 -4.607 -0.649  0.01
O -0.527 -2.597 -1.126  -0.23
C 2.532 -2.975 0.616  -0.11
C 1.856 -2.573 1.772  -0.04
C 2.341 -2.796 3.032  -0.09
C 3.601 -3.374 3.213  -0.08
C 4.281 -3.789 2.048  -0.08
C 3.774 -3.599 0.759  -0.01
C 2.816 -3.120 -1.886  -0.15
C 3.907 -2.329 -2.282  -0.03
C 4.738 -2.733 -3.338  -0.09
C 4.470 -3.915 -4.005  -0.12
C 3.401 -4.704 -3.599  -0.09
C 2.579 -4.363 -2.517  0.00
H 2.252 -0.789 -0.343  0.08
H 0.883 -2.053 1.655  0.10
H 1.780 -2.499 3.918  0.10
H 4.070 -3.394 4.182  0.09
H 5.154 -4.376 2.144  0.08
H 4.376 -3.881 -0.111  0.12
H 4.021 -1.333 -1.834  0.11
H 5.526 -2.059 -3.621  0.09
H 5.081 -4.210 -4.862  0.10
H 3.162 -5.599 -4.183  0.10
H 1.801 -5.002 -2.087  0.11
N -6.177 -0.775 -0.217  0.12
C -6.122 0.607 0.055  -0.18
C -7.047 1.625 -0.006  -0.07
C -6.537 2.912 0.218  -0.16
C -5.202 3.177 0.436  -0.12
C -4.234 2.181 0.292  -0.03
C -4.680 0.865 0.131  -0.22
N -3.959 -0.321 0.012  0.00
C -4.902 -1.270 -0.212  -0.32
C -4.603 -2.718 -0.211  -0.37
C -5.576 -3.702 -0.181  -0.48
S -4.906 -5.253 -0.177  0.92
C -3.328 -4.560 -0.306  -0.45
N -3.294 -3.224 -0.265  -0.09
H -7.030 -1.354 -0.404  0.16
H -8.173 1.498 -0.050  0.12
H -7.247 3.719 0.136  0.08
H -4.942 4.217 0.591  0.09
H -3.185 2.407 0.289  0.08
H -6.657 -3.634 -0.079  0.04
H -2.372 -5.093 -0.427  0.08
C -0.634 0.355 1.333  -0.36
Ge 0.478 1.869 0.748  0.88
C -0.467 2.268 -0.985  -0.28
C -0.668 1.300 -1.998  -0.12
C -1.554 1.502 -3.020  -0.10
C -2.221 2.729 -3.171  -0.08
C -1.927 3.738 -2.227  -0.09
C -1.080 3.505 -1.125  -0.13
C 0.330 3.342 2.010  -0.29
C -0.196 3.066 3.295  -0.12
C -0.300 4.051 4.240  -0.10
C 0.106 5.357 3.925  -0.11
C 0.638 5.635 2.689  -0.10
C 0.818 4.608 1.749  -0.12
C 2.427 1.779 0.472  -0.29
C 2.892 1.957 -0.850  -0.11
C 4.263 1.923 -1.116  -0.10
C 5.150 1.805 -0.058  -0.12
C 4.690 1.740 1.239  -0.11
C 3.327 1.648 1.518  -0.10
H -0.841 0.346 2.435  -0.10
H -0.114 0.371 -1.996  0.09
H -1.675 0.769 -3.817  0.10
H -2.945 2.927 -3.953  0.09
H -2.367 4.701 -2.435  0.09
H -0.897 4.316 -0.402  0.09
H -0.572 2.059 3.473  0.07
H -0.768 3.741 5.199  0.11
H 0.142 6.146 4.662  0.09
H 0.971 6.623 2.424  0.09
H 1.353 4.919 0.868  0.10
H 2.173 2.106 -1.679  0.10
H 4.603 1.990 -2.144  0.10
H 6.253 1.784 -0.156  0.11
H 5.431 1.758 2.041  0.10
H 2.994 1.342 2.512  0.11

Cartesian forces (eV/Å) of the 3 atoms listed first:
Ca -0.808 0.310 -0.675
O 0.849 -0.173 0.344
C -0.148 -0.468 0.921

What is the formula in the fifth record? C22H40N

relative energy (zero: lowest compared OMol25 entry of this formula, charge and spin) of number 5 (C22H40N)? 0.1329 eV

Among the records above, which one has the highest total charge? C24H43ClP2Sn